80
Properties=species:S:1:pos:R:3:forces:R:3:lowdin_charge:R:1 method="wB97M-V/def2-TZVPD" homo_ev=-6.5473 largest_force_ev_per_a=0.99 e_tot_ev=-75543.501 relative_energy_ev=0.000 charge=0 molar_mass_g_mol=840.7
Pt 0.08427 1.29040 0.31949 0.69 -0.47 0.29 0.5946
O 2.25358 2.01306 1.97337 0.00 0.07 0.05 -0.0048
C 1.07539 1.74400 1.99623 -0.03 0.14 -0.17 -0.4981
C 0.40524 1.53457 3.33294 -0.02 -0.05 0.25 -0.2200
C 1.01978 1.97397 4.50027 0.02 -0.01 -0.02 -0.0156
C 0.42762 1.72168 5.72705 -0.02 0.00 0.04 -0.0675
C -0.76952 1.01670 5.79806 0.02 0.01 -0.02 -0.0735
C -1.39098 0.58456 4.63549 -0.05 0.06 -0.01 -0.0682
C -0.81318 0.86688 3.40344 0.03 -0.13 0.04 -0.3312
P -1.49777 0.44731 1.78413 -0.56 0.69 -0.43 0.9180
C -2.57603 1.88096 1.38458 -0.07 -0.07 0.06 -0.3942
C -3.20541 1.88454 0.13671 0.01 -0.02 0.00 -0.1252
C -3.96101 2.97242 -0.26831 -0.02 0.03 0.01 -0.0817
C -4.10796 4.06865 0.57251 -0.01 -0.01 -0.03 -0.0885
C -3.50069 4.06443 1.81897 0.02 -0.02 0.03 -0.0774
C -2.73983 2.97600 2.22623 0.01 0.04 -0.02 -0.0758
C -2.78874 -0.81000 2.11451 0.36 -0.34 0.11 -0.3459
C -2.38429 -2.14105 2.22152 0.00 0.00 0.03 -0.1058
C -3.29823 -3.14290 2.50716 0.01 0.00 0.00 -0.0785
C -4.63700 -2.82363 2.68731 0.00 0.01 0.00 -0.0848
C -5.04978 -1.50314 2.58781 0.00 0.00 -0.01 -0.0763
C -4.13310 -0.49900 2.30525 -0.01 0.00 0.00 -0.0783
H 1.96668 2.49221 4.42503 0.00 0.00 0.00 0.1178
H 0.90580 2.06100 6.63723 0.00 0.00 0.00 0.1041
H -1.21759 0.80567 6.76051 -0.01 0.00 0.00 0.1035
H -2.32719 0.04107 4.68469 0.01 -0.01 -0.01 0.1073
H -3.10758 1.02393 -0.51739 0.02 0.01 -0.01 0.0995
H -4.43661 2.96547 -1.24086 0.00 0.00 0.00 0.1029
H -4.69620 4.92052 0.25695 0.00 0.00 0.00 0.1004
H -3.61575 4.91367 2.48055 0.00 0.00 0.00 0.1033
H -2.26041 2.98971 3.19715 0.00 0.01 0.00 0.1049
H -1.33856 -2.39333 2.08864 0.00 0.01 0.01 0.0862
H -2.96657 -4.17040 2.58448 0.00 0.00 0.00 0.1044
H -5.35655 -3.60198 2.90630 0.00 0.00 0.00 0.1026
H -6.09220 -1.24861 2.73053 0.00 0.00 0.00 0.1045
H -4.47136 0.52575 2.23239 0.01 0.00 0.00 0.1037
C 0.81835 3.07718 -0.45219 0.08 -0.11 -0.08 -0.3159
H 0.62816 3.92099 0.21048 0.01 -0.02 0.02 -0.0129
H 0.29135 3.24959 -1.39843 0.02 0.00 -0.01 -0.0137
H 1.88860 3.03276 -0.65099 0.01 0.02 0.05 -0.0402
C 3.37710 2.14305 -3.17395 -0.02 -0.02 -0.03 -0.2147
Si 3.64260 0.50197 -2.31577 0.00 0.03 0.06 0.2982
C 4.68376 0.70170 -0.77518 -0.02 0.01 0.01 -0.2189
C 4.45950 -0.68492 -3.51476 0.01 -0.02 0.03 -0.2132
Sb 1.37546 -0.35825 -1.51875 -0.54 0.11 -0.24 0.8613
Si 0.09148 -0.87904 -3.66452 0.00 0.02 0.00 0.2777
C -0.44771 0.79211 -4.32235 0.01 0.00 -0.01 -0.2323
C -1.43254 -1.86513 -3.18937 0.01 -0.01 0.00 -0.2298
C 1.03655 -1.79874 -5.00020 0.02 0.00 0.02 -0.2241
Si 1.82707 -2.62925 -0.46291 0.02 0.04 0.03 0.2851
C 2.97160 -3.71939 -1.47205 0.02 0.03 0.00 -0.2214
C 2.57637 -2.25524 1.21069 -0.02 -0.02 0.01 -0.2218
C 0.17138 -3.48020 -0.25502 0.00 0.02 -0.05 -0.2239
H 4.34181 2.57243 -3.45834 0.00 0.00 0.00 0.0357
H 2.85945 2.85506 -2.53209 0.00 0.01 -0.01 0.0083
H 2.78695 2.01876 -4.08460 0.00 0.00 0.00 0.0195
H 5.58059 1.28880 -0.98997 0.00 0.00 0.00 0.0340
H 5.00482 -0.27084 -0.39455 -0.01 0.00 0.01 0.0211
H 4.12119 1.20618 0.01482 0.01 0.02 -0.01 0.0203
H 5.42324 -0.27720 -3.83349 0.00 0.00 0.00 0.0349
H 3.84910 -0.83956 -4.40512 0.00 0.00 0.00 0.0097
H 4.64029 -1.65917 -3.05793 0.00 0.00 -0.01 0.0133
H -1.02135 1.33567 -3.56858 0.00 0.00 0.00 0.0229
H -1.07466 0.67264 -5.21023 0.00 0.00 0.00 0.0323
H 0.40919 1.41132 -4.59530 0.00 0.00 0.00 0.0156
H -1.89148 -1.47364 -2.27903 0.00 0.00 0.00 0.0209
H -1.19472 -2.91646 -3.02065 0.00 0.00 0.00 0.0144
H -2.17221 -1.81495 -3.99309 0.00 0.00 0.00 0.0324
H 1.80556 -1.16613 -5.44675 0.00 0.00 0.00 0.0155
H 0.35128 -2.10361 -5.79615 0.00 0.00 0.00 0.0317
H 1.52360 -2.69503 -4.61197 -0.01 -0.01 0.00 0.0169
H 3.99893 -3.35156 -1.44062 0.00 0.00 -0.01 0.0194
H 2.66334 -3.76787 -2.51792 -0.01 -0.01 0.00 0.0165
H 2.96729 -4.73623 -1.06983 0.01 0.00 0.00 0.0322
H 3.52747 -1.72824 1.11281 0.00 0.00 0.00 0.0202
H 2.75194 -3.17397 1.77693 0.00 0.00 0.00 0.0335
H 1.90712 -1.61478 1.79091 0.00 0.00 0.00 0.0199
H -0.19627 -3.87312 -1.20400 0.02 -0.02 0.00 0.0171
H -0.57384 -2.77863 0.12176 -0.01 -0.01 -0.01 -0.0015
H 0.25405 -4.31415 0.44734 0.00 0.00 0.01 0.0378

101
Properties=species:S:1:pos:R:3:forces:R:3:lowdin_charge:R:1 method="wB97M-V/def2-TZVPD" homo_ev=-6.6055 largest_force_ev_per_a=0.83 e_tot_ev=-241314.966 charge=-1 molar_mass_g_mol=989.8
C 0.32571 3.40015 -1.10088 0.09 0.50 0.09 -0.1666
C -0.66006 3.42293 0.05993 0.02 -0.11 -0.13 -0.7546
Br -1.30218 5.28937 0.30916 -0.05 -0.10 -0.02 0.6296
C -1.84620 2.45625 -0.00980 0.18 -0.10 0.70 -0.7164
Br -2.74472 2.55210 -1.72281 -0.09 0.00 -0.24 0.8003
B -1.46249 0.91386 0.42105 -0.02 0.30 -0.63 -1.0333
Cl -2.94484 -0.22365 0.17085 0.01 -0.12 0.01 0.5677
C -0.12378 0.25270 -0.22229 0.10 -0.19 0.80 -0.3500
C 1.21489 0.62335 0.42454 -0.14 -0.44 -0.02 -0.0524
F -0.05637 0.55232 -1.58860 -0.08 -0.03 -0.34 -0.0496
S -1.39227 0.83491 2.37406 -0.21 0.14 -0.67 0.6347
O -2.51731 1.50020 2.95858 -0.04 -0.12 0.37 -0.3034
O -0.99148 -0.45895 2.85283 -0.03 -0.27 0.29 -0.3200
F -0.14674 1.76681 2.79516 0.25 0.23 0.12 -0.2129
H -0.19357 3.33549 -2.05501 0.03 -0.06 0.02 0.0505
H 0.94252 4.30274 -1.09766 -0.15 -0.13 0.07 0.0524
H 1.00662 2.56123 -0.98976 -0.14 0.01 -0.22 0.0519
H -0.13167 3.23294 0.99448 -0.08 0.16 -0.03 0.0576
H -2.62081 2.78851 0.68812 0.22 0.01 -0.06 0.0525
H -0.22861 -0.83890 -0.16311 0.03 0.04 -0.08 0.1022
H 1.27996 1.66031 0.74351 0.08 -0.08 -0.02 0.0478
H 2.02107 0.41835 -0.29052 -0.11 0.12 0.02 0.0885
H 1.37634 -0.02417 1.29184 -0.03 0.22 -0.02 0.0829
C -6.18048 -0.84444 -2.77844 0.06 0.07 0.08 -0.0176
C -5.41484 -0.53454 -4.03691 0.03 -0.08 -0.02 -0.3318
C -4.16644 -1.36703 -4.27269 -0.01 0.00 0.10 -0.0923
O -3.32482 -0.46266 -4.99191 0.02 0.04 -0.09 0.0601
C -3.67964 0.80237 -4.64861 0.03 -0.24 0.50 -0.5931
O -3.03511 1.77264 -4.85833 -0.03 0.17 -0.37 0.1312
O -4.85582 0.78557 -3.97605 -0.07 0.13 -0.19 0.0573
H -7.06295 -0.21175 -2.69561 -0.01 0.00 -0.02 0.0852
H -6.50004 -1.88755 -2.78434 -0.01 -0.01 0.01 0.0903
H -5.55033 -0.66909 -1.90609 0.03 -0.04 0.01 0.0806
H -6.06530 -0.57495 -4.91698 -0.02 -0.01 0.00 0.1522
H -4.33500 -2.26115 -4.86713 0.02 0.03 -0.06 0.1335
H -3.67541 -1.62892 -3.33218 -0.02 -0.01 0.03 0.1390
C 3.81135 -2.59808 -2.66678 -0.06 0.16 0.02 -0.0107
C 3.88825 -2.63525 -1.16458 -0.12 -0.10 -0.07 -0.3033
C 2.55841 -2.71385 -0.43733 0.06 -0.09 -0.14 -0.0832
O 2.84756 -2.02613 0.78954 0.12 -0.15 0.13 0.0339
C 3.84959 -1.15315 0.55647 -0.65 0.04 -0.45 -0.5908
O 4.12722 -0.25623 1.28513 0.56 0.08 0.30 0.1438
O 4.40124 -1.38373 -0.64949 0.28 0.00 0.16 0.0866
H 4.80651 -2.55127 -3.10632 0.01 -0.01 0.00 0.0896
H 3.31223 -3.49672 -3.03057 0.00 -0.02 0.00 0.0958
H 3.25245 -1.72132 -2.99555 -0.01 -0.08 -0.01 0.0809
H 4.55796 -3.42840 -0.82031 0.03 0.02 0.03 0.1556
H 2.21707 -3.71939 -0.20923 0.05 -0.02 -0.02 0.1325
H 1.77597 -2.17206 -0.97499 -0.02 0.04 0.02 0.1426
C -0.85483 -3.42611 3.97400 0.00 -0.10 0.14 -0.0159
C -0.15387 -4.10006 2.82945 0.01 0.04 -0.07 -0.3049
C -0.18537 -3.34633 1.51744 -0.16 0.07 -0.02 -0.0861
O -0.14437 -4.41580 0.54918 0.03 0.09 0.09 0.0504
C -0.65984 -5.52478 1.13191 0.06 0.05 -0.01 -0.5700
O -0.92540 -6.52923 0.55312 0.01 -0.03 -0.02 0.1549
O -0.81428 -5.33157 2.45774 0.04 -0.05 0.09 0.0870
H -0.77314 -4.01899 4.88467 0.01 -0.04 -0.01 0.0880
H -0.41442 -2.44345 4.14773 -0.08 -0.03 -0.05 0.0796
H -1.90970 -3.30152 3.73688 0.04 0.08 -0.05 0.0683
H 0.87627 -4.35630 3.09458 0.02 -0.01 0.01 0.1578
H 0.66332 -2.68383 1.38609 0.01 -0.02 -0.05 0.1094
H -1.11233 -2.78426 1.38712 0.00 0.02 0.01 0.1298
C -5.03194 -0.39946 3.66794 -0.04 0.00 -0.38 -0.0208
C -5.72518 -1.69236 3.98772 0.02 -0.07 0.15 -0.3175
C -4.82896 -2.77322 4.55827 -0.05 -0.05 -0.03 -0.0881
O -5.46056 -3.97892 4.10586 0.08 0.03 0.02 0.0590
C -6.16636 -3.68457 2.98543 0.01 -0.06 0.02 -0.5723
O -6.67019 -4.49694 2.27802 -0.02 0.02 0.00 0.1557
O -6.21617 -2.35249 2.79877 -0.07 0.15 -0.02 0.0892
H -5.73580 0.33169 3.27292 0.00 0.03 0.03 0.0941
H -4.56492 0.01832 4.55960 0.01 -0.02 0.01 0.0949
H -4.26207 -0.55606 2.91085 0.03 0.02 0.08 0.0581
H -6.59107 -1.53497 4.63831 0.00 0.01 0.02 0.1537
H -4.77194 -2.77985 5.64330 -0.04 -0.03 0.01 0.1376
H -3.82739 -2.71438 4.13087 0.00 0.03 0.02 0.1131
C 2.96002 3.08197 3.51402 -0.09 0.16 -0.05 -0.0064
C 3.62912 2.92310 2.17760 0.13 -0.16 -0.01 -0.3098
C 4.98421 3.59426 2.04759 -0.05 0.01 0.03 -0.0864
O 5.03255 3.93840 0.65839 0.04 0.07 -0.02 0.0581
C 3.75810 4.05199 0.20965 0.03 -0.24 0.12 -0.5571
O 3.46702 4.46810 -0.86665 0.08 0.07 -0.14 0.1495
O 2.89178 3.61012 1.13705 -0.07 0.07 -0.05 0.0784
H 2.00471 2.56606 3.53402 -0.06 -0.06 -0.01 0.0689
H 3.59803 2.66003 4.29201 0.00 -0.01 0.00 0.0934
H 2.78621 4.13809 3.72640 0.04 0.00 0.04 0.0945
H 3.68925 1.87054 1.88678 0.00 0.09 0.03 0.1263
H 5.82461 2.95101 2.29233 -0.01 -0.05 -0.07 0.1372
H 5.03311 4.51549 2.63421 0.02 0.00 0.04 0.1349
C 5.05745 3.91933 -3.99982 0.05 -0.03 -0.15 -0.0211
C 4.04914 2.81879 -3.82057 -0.09 -0.07 0.13 -0.3176
C 4.57862 1.53199 -3.21488 0.06 0.07 0.03 -0.0833
O 3.73812 0.53666 -3.80862 0.03 0.00 0.03 0.0380
C 3.28496 1.02172 -4.99109 0.05 0.13 -0.07 -0.5632
O 2.73697 0.37055 -5.81974 0.00 -0.04 0.01 0.1631
O 3.57248 2.33678 -5.09819 -0.07 0.00 0.02 0.0873
H 4.58640 4.80907 -4.41392 -0.02 0.00 0.02 0.0891
H 5.48681 4.17852 -3.03203 -0.03 0.02 0.02 0.0855
H 5.84960 3.60042 -4.67962 0.03 -0.02 0.05 0.0879
H 3.18785 3.17621 -3.25197 -0.03 -0.01 -0.02 0.1489
H 4.49974 1.48730 -2.13196 -0.08 -0.05 0.00 0.1335
H 5.61006 1.33719 -3.52315 0.03 0.04 0.05 0.1378